{
  "formula": "C6H10",
  "method": "ωB97M-V/def2-TZVPD",
  "species": ["C", "C", "C", "C", "C", "C", "H", "H", "H", "H", "H", "H", "H", "H", "H", "H"],
  "positions_angstrom": [[1.07, -1.02, 0.43], [1.41, -0.30, -0.82], [0.15, 0.18, -1.47], [-1.15, 0.13, -0.65], [-0.87, 0.60, 0.79], [0.57, 0.24, 1.21], [0.26, -1.75, 0.38], [1.94, -1.48, 0.92], [1.24, 1.07, 0.98], [0.32, 1.18, -1.91], [0.11, -0.49, -2.35], [-1.52, -0.90, -0.62], [-1.94, 0.72, -1.11], [-1.59, 0.15, 1.48], [-1.00, 1.69, 0.86], [0.66, 0.07, 2.29]],
  "nbo_charge": [-0.569, 0.178, -0.595, -0.421, -0.406, -0.397, 0.208, 0.213, 0.217, 0.234, 0.274, 0.199, 0.218, 0.208, 0.206, 0.233],
  "e_tot_ev": -6380.7212
}

***

{
  "formula": "C6H10",
  "method": "ωB97M-V/def2-TZVPD",
  "species": ["C", "C", "C", "C", "C", "C", "H", "H", "H", "H", "H", "H", "H", "H", "H", "H"],
  "positions_angstrom": [[-1.27, 0.77, -0.66], [-0.27, 0.30, 0.36], [-0.51, 0.79, 1.76], [0.75, -1.32, -1.29], [0.78, -0.53, 0.00], [1.87, -0.32, 0.85], [-1.47, 1.84, -0.54], [-2.23, 0.25, -0.50], [-0.95, 0.58, -1.69], [0.12, 0.24, 2.46], [-0.30, 1.86, 1.86], [-1.57, 0.65, 1.98], [-0.24, -1.73, -1.48], [1.05, -0.73, -2.17], [1.45, -2.16, -1.22], [2.80, -0.48, 0.26]],
  "nbo_charge": [-0.685, 0.244, -0.671, -0.658, -0.234, -0.167, 0.230, 0.239, 0.226, 0.262, 0.229, 0.210, 0.211, 0.219, 0.226, 0.117],
  "e_tot_ev": -6380.2616
}

***

In the order shown, the computed energy relative to the best compared isomer or geometry (same formula, charge and spin) values come out to 72.37, 82.97 kcal per mole.